1.
{
  "formula": "C4H6N4O",
  "method": "the ωB97M-V functional and the def2-TZVPD basis",
  "charge": 0,
  "homo_lumo_gap_ev": 9.0126,
  "smiles": "[H]/N=C(C#N)/N=C\\N(C)O",
  "species": ["O", "N", "N", "N", "N", "C", "C", "C", "C", "H", "H", "H", "H", "H", "H"],
  "xyz": [[0.287518, -1.525777, -0.250783], [-0.487346, 1.330711, 0.430886], [1.063316, -0.354349, -0.296763], [-3.746271, 1.158020, 2.086820], [-2.181344, -0.473663, -0.161619], [0.664877, 0.832310, 0.174290], [2.557763, -0.544293, -0.693766], [-1.718099, 0.617158, 0.516622], [-2.862752, 1.126283, 1.230780], [-3.362881, -0.395755, 0.246607], [1.453976, 1.550685, 0.287994], [2.546570, -0.444685, -1.851623], [-0.479143, -1.315460, -1.032228], [2.957717, -1.802947, -0.517437], [3.306100, 0.241761, -0.169779]],
  "forces_ev_per_a": [[-1.9, 2.0, -3.3], [-3.0, -0.9, 1.4], [2.8, -0.8, 0.4], [5.0, 0.3, -5.4], [-2.6, 3.3, 2.9], [-0.4, -0.6, -0.5], [0.4, -2.2, -0.6], [-0.1, -2.2, -3.3], [-4.4, 1.0, 6.9], [4.3, -1.2, -2.1], [0.6, 0.1, -0.3], [0.4, 0.1, 2.0], [2.3, -1.0, 3.3], [-1.5, 4.2, -0.1], [-2.1, -2.0, -1.2]],
  "nbo_charge": [-0.526, -0.564, -0.139, -0.280, -0.622, 0.318, -0.460, 0.295, 0.189, 0.381, 0.193, 0.216, 0.515, 0.244, 0.238]
}

***

2.
{
  "formula": "C4H6N4O",
  "method": "the ωB97M-V functional and the def2-TZVPD basis",
  "charge": 0,
  "homo_lumo_gap_ev": 8.9275,
  "smiles": "CC/N=c1\\nconn1",
  "species": ["O", "N", "N", "N", "N", "C", "C", "C", "C", "H", "H", "H", "H", "H", "H"],
  "xyz": [[0.109288, -3.253827, -1.216022], [-1.103620, -1.197868, -1.619818], [-0.381518, 0.703871, -0.627154], [0.397727, -1.221675, 0.257566], [-1.070494, -2.475216, -1.793039], [0.285004, 1.064103, 0.738827], [0.466640, -2.549132, -0.042705], [-0.010394, 2.503732, 0.695063], [-0.288887, -0.542723, -0.783876], [0.166783, 2.613036, -0.557765], [-1.111123, 2.777238, 0.712657], [1.067016, -3.202879, 0.671590], [-0.339081, 0.594114, 1.485875], [0.471042, 3.130707, 1.437267], [1.341618, 1.056520, 0.641535]],
  "forces_ev_per_a": [[-0.9, 3.4, 2.6], [-1.5, -6.6, -2.6], [0.5, -0.4, 0.9], [-0.5, -7.0, -2.8], [0.3, 4.2, -0.2], [-2.7, 1.8, -2.4], [2.1, 1.6, 0.8], [-1.7, 2.4, -3.6], [1.7, 1.1, 3.6], [0.3, 1.3, 3.7], [1.1, -0.7, 0.3], [-1.1, 0.7, -1.0], [1.0, -0.7, 0.5], [0.5, 0.2, -0.4], [0.9, -1.3, 0.6]],
  "nbo_charge": [-0.386, -0.144, -0.332, -0.498, 0.197, -0.276, 0.409, -0.622, 0.378, 0.229, 0.206, 0.197, 0.218, 0.208, 0.216]
}

***

3.
{
  "formula": "C4H6N4O2",
  "method": "the ωB97M-V functional and the def2-TZVPD basis",
  "charge": 0,
  "homo_lumo_gap_ev": 8.7419,
  "species": ["O", "O", "N", "N", "N", "N", "C", "C", "C", "C", "H", "H", "H", "H", "H", "H"],
  "xyz": [[-1.647238, -1.457521, 0.994444], [-1.493525, 0.903826, 2.356299], [-0.308732, 2.256261, -0.473431], [-0.110119, 1.055603, -0.869357], [0.127801, -2.024038, -0.562629], [-0.749244, 2.443211, 0.909636], [-1.097441, 1.004078, 1.172350], [-0.656343, -1.242683, 0.233189], [1.525809, -1.672299, -0.933157], [-0.331524, 0.279480, 0.141507], [1.534557, -0.547932, -1.764780], [-0.098378, 3.189491, 1.560666], [2.042990, -2.821052, -1.052113], [-0.030561, -2.956407, -0.560481], [2.111873, -1.264906, -0.062063], [-0.819926, 2.854886, -1.090079]],
  "forces_ev_per_a": [[3.4, -0.8, -3.1], [0.3, -1.6, -3.5], [0.6, 4.6, 1.5], [-0.1, -1.8, -0.1], [0.8, 3.2, 0.6], [1.3, -0.4, -2.3], [2.0, 4.1, 7.3], [-1.6, 1.9, 1.2], [0.9, 0.7, -0.4], [-2.7, -2.5, 1.2], [0.2, -4.4, 2.0], [-2.4, -3.4, -2.4], [-1.2, 3.7, -0.8], [-0.9, -3.3, 0.1], [-0.8, -0.3, -0.6], [0.2, 0.3, -0.7]],
  "nbo_charge": [-0.560, -0.533, -0.227, -0.130, -0.620, -0.530, 0.603, 0.661, -0.455, -0.115, 0.241, 0.447, 0.238, 0.393, 0.200, 0.386]
}

***

4.
{
  "formula": "C4H6N4O2",
  "method": "the ωB97M-V functional and the def2-TZVPD basis",
  "charge": 0,
  "homo_lumo_gap_ev": 9.1842,
  "smiles": "c1nnc(N2COCN2)o1",
  "species": ["O", "O", "N", "N", "N", "N", "C", "C", "C", "C", "H", "H", "H", "H", "H", "H"],
  "xyz": [[1.756945, -1.113883, 0.443952], [-1.656425, -0.375770, -0.906184], [-0.277205, 0.080739, 0.871678], [1.655938, 0.994540, -0.051911], [2.847242, 0.562003, -0.435781], [-0.882310, 1.238621, 0.507274], [-1.979022, 0.863976, -0.449362], [-1.232537, -1.060999, 0.232059], [2.912713, -0.674833, -0.145138], [1.003278, -0.031727, 0.352725], [-2.958016, 0.936031, -0.029863], [-0.733817, -1.957336, -0.027856], [3.796772, -1.343557, -0.216997], [-1.983805, -1.513581, 0.955422], [-0.110519, 1.816134, 0.116718], [-2.159228, 1.579649, -1.216742]],
  "forces_ev_per_a": [[-0.1, -1.1, -0.4], [-0.4, -1.9, -0.2], [-0.4, -5.7, 0.3], [-1.8, 1.4, -0.7], [2.5, -0.3, -0.5], [-1.3, 3.0, -0.8], [0.6, 1.9, 0.6], [0.7, 1.0, 1.3], [1.5, -0.9, 0.3], [-0.9, 1.0, 1.3], [-0.7, -0.7, 1.5], [1.3, -0.5, -0.7], [-1.1, 0.5, 0.0], [0.2, 1.8, -0.6], [-1.1, -0.1, -0.2], [1.0, 0.5, -1.2]],
  "nbo_charge": [-0.413, -0.493, -0.270, -0.386, -0.263, -0.488, 0.060, 0.063, 0.255, 0.594, 0.156, 0.197, 0.212, 0.185, 0.400, 0.192]
}

***

5.
{
  "formula": "C4H6N4O2S2",
  "method": "the ωB97M-V functional and the def2-TZVPD basis",
  "charge": 0,
  "homo_lumo_gap_ev": 8.0291,
  "smiles": "NS(=O)(=O)N1CSc2nccn21",
  "species": ["S", "S", "O", "O", "N", "N", "N", "N", "C", "C", "C", "C", "H", "H", "H", "H", "H", "H"],
  "xyz": [[-0.415812, 0.090553, -3.014693], [-0.005775, 1.975252, -0.091608], [-1.420152, 1.816720, 0.074467], [0.561445, 2.812348, -1.099043], [0.697509, 2.402025, 1.324961], [-0.398952, -0.770892, -0.612030], [0.631712, 0.131023, -0.474097], [-1.958439, -1.817773, -1.803056], [1.170367, 0.362765, -1.814651], [-1.082985, -1.696765, 0.235732], [-2.080198, -2.216279, -0.545811], [-0.979662, -0.947349, -1.865796], [-0.866701, -1.812783, 1.326675], [1.879808, -0.492990, -2.102643], [1.394495, 3.149594, 1.355464], [1.752270, 1.260691, -1.832635], [0.431485, 2.171790, 2.270993], [-2.883296, -2.862754, -0.299604]],
  "forces_ev_per_a": [[2.5, 2.1, -1.3], [-0.9, -1.7, 0.9], [0.6, 0.1, 0.2], [0.1, 0.4, 0.4], [0.8, 0.7, 0.0], [-1.0, -1.3, -0.2], [0.1, 2.0, 0.1], [0.2, 1.3, -3.0], [0.0, -3.4, -0.8], [0.4, 1.1, 1.5], [1.3, 0.0, 1.6], [-1.1, -1.3, 2.9], [-0.1, 0.3, -1.4], [-1.2, 1.0, 0.5], [-0.4, -0.5, -0.8], [-0.4, 0.5, -0.5], [-0.8, -0.6, -0.5], [-0.3, -0.6, 0.5]],
  "nbo_charge": [0.277, 2.298, -0.894, -0.914, -1.102, -0.232, -0.370, -0.463, -0.303, -0.120, -0.061, 0.117, 0.230, 0.221, 0.424, 0.253, 0.425, 0.213]
}

***

6.
{
  "formula": "C4H6NO",
  "method": "the ωB97M-V functional and the def2-TZVPD basis",
  "charge": 1,
  "homo_lumo_gap_ev": [8.7757, 8.7752],
  "species": ["O", "N", "C", "C", "C", "C", "H", "H", "H", "H", "H", "H"],
  "xyz": [[0.013717, -1.455940, -1.241500], [0.836449, -0.722502, -1.741659], [0.880553, 0.630951, 0.000882], [-0.081696, -0.166700, 0.716233], [1.234493, 0.449574, -1.344401], [-0.939632, -0.860506, -0.403116], [-0.943149, 0.373111, 1.126412], [-1.530731, -0.079451, -1.059265], [-1.468115, -1.708981, -0.138913], [0.367316, -0.701216, 1.564177], [1.984805, 0.911430, -1.973675], [1.550154, 1.162877, 0.519939]],
  "forces_ev_per_a": [[-1.9, -1.9, -0.3], [3.9, -0.9, -3.7], [-0.3, -0.6, -2.3], [-2.3, -0.2, -1.1], [-2.0, 0.9, 2.0], [0.5, 2.2, -0.1], [0.6, 0.8, 0.5], [1.1, -1.4, 1.6], [-1.7, -1.1, 1.0], [-0.1, -0.2, -0.3], [-0.1, 0.3, 0.4], [2.4, 2.2, 2.3]],
  "nbo_charge": [-0.132, 0.157, 0.120, -0.549, -0.115, -0.106, 0.331, 0.236, 0.245, 0.304, 0.282, 0.228]
}

***

The records above yield F_max values of 8.3 7.5 8.6 5.7 3.5 5.4 eV/A, respectively.
The records above yield energy above the lowest of the compared OMol25 structures with the same formula, charge and spin values of 146.6 138.2 178.5 130.0 6.0 95.4 kcal per mole, respectively.
The records above yield E values of -12246.62237 -12246.98373 -14294.80567 -14296.91113 -35967.90107 -7770.75951 eV, respectively.